Model a:
Molecular formula: C2H16N2O4
Method: DFT, the ωB97M-V functional and the def2-TZVPD basis

Geometry as ORCA input:
```
! RIJCOSX wB97M-V def2-TZVPD def2/J DEFGRID3
* xyz 0 1
O 1.2007 0.8661 2.0842
O 1.7461 1.2236 -0.2324
O -0.9901 -0.5029 -1.9808
O -2.2835 -1.4791 -0.0885
N -1.3358 1.0109 1.0000
N 1.5390 -1.3036 -0.9759
C 1.1216 -1.5449 0.3806
C -1.0423 1.7133 -0.1816
H -0.4171 0.8956 1.4999
H -1.3958 -0.4359 -2.8551
H 0.3771 -0.7925 0.6893
H 1.9125 -1.5868 1.1501
H 1.5965 0.8877 0.7911
H 0.7727 -1.2152 -1.6465
H 2.3025 2.0037 -0.0954
H -2.3533 -2.4318 -0.0173
H -0.5038 2.6326 0.0680
H 1.5791 0.8922 2.9638
H -0.3201 1.1204 -0.8740
H 2.0326 -0.4147 -1.0541
H -1.7652 -1.2508 -0.9533
H -1.9220 1.8746 -0.8116
H 0.6556 -2.5262 0.3674
H -1.5978 0.0244 0.8058
*
```

Values from the calculation:
HOMO energy ... -9.124 eV
Gap between HOMO and LUMO ... 4.288 eV
M ... 132.16 g mol⁻¹

natural (NBO) atomic charge list, values in e, 8 entries: number 1, O, carries -1.105; number 2, O, carries -0.978; number 3, O, carries -0.973; number 4, O, carries -1.027; number 5, N, carries -0.545; number 6, N, carries -0.611; number 7, C, carries -0.422; number 8, C, carries -0.428

Model b:
Molecular formula: C2H16N2O4
Method: DFT, the ωB97M-V functional and the def2-TZVPD basis

Geometry as ORCA input:
```
! RIJCOSX wB97M-V def2-TZVPD def2/J DEFGRID3
* xyz 0 1
O -2.5580 1.2342 -1.2029
O 1.9590 1.7228 0.1570
O -1.7608 -1.0435 -2.4323
O -0.7301 2.0257 0.6132
N 1.0384 -0.7738 -0.7269
N 0.5116 -0.5438 2.3896
C 0.8188 -1.8403 0.2265
C 1.2415 -1.5813 1.6603
H 1.1891 -2.5140 2.2306
H 0.1997 -0.5310 -1.2377
H 1.8668 0.7325 0.2019
H -1.9185 1.1942 -0.4579
H -0.2795 -2.0879 0.3133
H -2.1894 -1.8623 -2.1712
H 2.3669 1.8330 -0.7101
H 2.3056 -1.3234 1.8249
H -0.4760 -0.7606 2.4102
H 1.8369 -0.8656 -1.3344
H 1.2589 -2.8165 -0.0640
H 0.1761 1.8922 0.2489
H -2.3621 1.8757 -1.8908
H -2.3114 -0.3331 -2.0285
H -0.6631 2.9859 0.6630
H 0.6643 0.3924 2.0417
*
```

Values from the calculation:
HOMO energy ... -8.932 eV
Gap between HOMO and LUMO ... 9.484 eV
M ... 132.16 g mol⁻¹
SMILES ... NCCN.O.O.O.O

natural (NBO) atomic charge list, values in e, 8 entries: number 1, O, carries -0.997; number 2, O, carries -0.981; number 3, O, carries -0.989; number 4, O, carries -0.982; number 5, N, carries -0.895; number 6, N, carries -0.842; number 7, C, carries -0.240; number 8, C, carries -0.241

Verdict on stability: model a comes out at the bottom.

Model a:
Molecular formula: C4H11NO3
Method: DFT, the ωB97M-V functional and the def2-TZVPD basis

Geometry as ORCA input:
```
! RIJCOSX wB97M-V def2-TZVPD def2/J DEFGRID3
* xyz 0 1
O -1.6435 -0.3704 -1.0654
O 1.7074 1.2348 0.8935
O 1.6497 -0.1230 -3.2354
N -0.3274 1.2136 -0.2608
C -1.2729 -2.1523 1.0836
C -0.7835 -0.6982 1.1976
C -1.0297 0.0151 -0.0917
C 0.5320 1.9839 0.5843
H -1.9182 -2.3842 0.2445
H 2.4272 1.3106 0.2557
H 2.2380 -0.0874 -3.9962
H 0.5549 2.9493 0.0426
H -0.3360 -2.7090 0.9455
H -1.6722 -2.5226 2.0312
H 1.1777 -0.4631 -2.4878
H -1.3223 -0.1255 1.9789
H 0.2645 -0.6748 1.4806
H -0.3772 1.5434 -1.2128
H 0.1317 2.0596 1.6122
*
```

Values from the calculation:
HOMO energy ... -9.851 eV
Gap between HOMO and LUMO ... 10.445 eV
M ... 121.14 g mol⁻¹
SMILES ... CCC(=O)NCO.O

natural (NBO) atomic charge list, values in e, 8 entries: number 1, O, carries -0.608; number 2, O, carries -0.740; number 3, O, carries -1.112; number 4, N, carries -0.661; number 5, C, carries -0.613; number 6, C, carries -0.527; number 7, C, carries 0.696; number 8, C, carries 0.080

Model b:
Molecular formula: C4H11NO3
Method: DFT, the ωB97M-V functional and the def2-TZVPD basis

Geometry as ORCA input:
```
! RIJCOSX wB97M-V def2-TZVPD def2/J DEFGRID3
* xyz 0 1
O -0.0190 1.7224 1.1203
O 2.0628 -1.0649 -2.0771
O -0.0047 0.6552 -2.3986
N -2.0680 -0.3213 0.1501
C 0.3920 0.4222 0.7303
C -0.6639 -0.1441 -0.2185
C -0.7948 0.7207 -1.4900
C 0.5677 -0.4042 2.0613
H 0.6378 2.3828 0.9098
H 2.0062 -1.6756 -2.8353
H -0.3619 -1.0797 -0.7765
H 1.1855 0.1830 2.7642
H 1.1134 -1.3400 1.9063
H -2.4469 0.3353 0.8171
H -1.7614 1.2288 -1.4663
H -2.3499 -1.2431 0.4465
H 1.3481 0.4607 0.1927
H 1.5503 -0.2852 -2.3674
H -0.3932 -0.5530 2.5310
*
```

Values from the calculation:
HOMO energy ... -9.472 eV
Gap between HOMO and LUMO ... 10.207 eV
M ... 121.14 g mol⁻¹
SMILES ... C[C@H](O)[C@@H](N)C=O.O

natural (NBO) atomic charge list, values in e, 8 entries: number 1, O, carries -0.745; number 2, O, carries -0.975; number 3, O, carries -0.572; number 4, N, carries -0.854; number 5, C, carries 0.086; number 6, C, carries -0.195; number 7, C, carries 0.485; number 8, C, carries -0.628

Verdict on stability: model a comes out at the bottom.

Model a:
Molecular formula: C4H11NO3
Method: DFT, the ωB97M-V functional and the def2-TZVPD basis

Geometry as ORCA input:
```
! RIJCOSX wB97M-V def2-TZVPD def2/J DEFGRID3
* xyz 0 1
O -1.4224 1.7532 -0.4778
O -0.9180 -0.8073 -1.2892
O -0.0509 2.6487 1.5055
N -0.4033 -1.6665 0.8120
C 1.3822 -1.3876 -0.7937
C -0.7724 1.2964 0.6321
C 0.0630 -0.8567 -0.2557
C 0.5622 0.8067 0.4326
H 1.2344 -2.3841 -1.2206
H -2.1379 1.1394 -0.6967
H -0.3041 -2.6583 0.6201
H 1.7769 -0.7393 -1.5749
H -1.3792 0.8213 1.4026
H 0.0148 3.3715 0.8673
H -0.6092 -0.2220 -1.9911
H -1.3682 -1.4695 1.0440
H 1.1280 1.2996 -0.3509
H 2.1157 -1.4540 0.0066
H 1.0883 0.5085 1.3276
*
```

Values from the calculation:
HOMO energy ... -8.505 eV
Gap between HOMO and LUMO ... 9.108 eV
M ... 121.14 g mol⁻¹
SMILES ... C[C@](N)(O)CC(O)O

natural (NBO) atomic charge list, values in e, 8 entries: number 1, O, carries -0.706; number 2, O, carries -0.756; number 3, O, carries -0.839; number 4, N, carries -0.862; number 5, C, carries -0.649; number 6, C, carries 0.386; number 7, C, carries 0.407; number 8, C, carries -0.420

Model b:
Molecular formula: C4H11NO3
Method: DFT, the ωB97M-V functional and the def2-TZVPD basis

Geometry as ORCA input:
```
! RIJCOSX wB97M-V def2-TZVPD def2/J DEFGRID3
* xyz 0 1
O -2.7927 -0.0786 -1.3214
O -0.4416 0.3548 0.0252
O 1.8432 -0.3659 1.4063
N 1.7088 -0.6382 -0.0144
C -2.5668 0.4272 1.0438
C -2.2877 -0.3719 -0.1249
C 3.0554 -0.5096 -0.5407
C 0.8016 0.3778 -0.5737
H 1.2418 1.3853 -0.4407
H 0.9881 -0.6555 1.7490
H -3.2793 1.2339 0.8831
H 3.6872 -1.2619 -0.0715
H -2.7324 -0.1457 1.9508
H 3.0251 -0.6899 -1.6157
H 0.7359 0.1593 -1.6513
H -2.0279 -1.4208 -0.0484
H 3.4894 0.4832 -0.3512
H -3.0185 0.8616 -1.3735
H -1.4296 0.8547 1.0694
*
```

Values from the calculation:
HOMO energy ... -8.310 eV
Gap between HOMO and LUMO ... 8.930 eV
M ... 121.14 g mol⁻¹

natural (NBO) atomic charge list, values in e, 8 entries: number 1, O, carries -0.631; number 2, O, carries -0.800; number 3, O, carries -0.613; number 4, N, carries -0.176; number 5, C, carries -0.801; number 6, C, carries 0.486; number 7, C, carries -0.437; number 8, C, carries 0.081

Model c:
Molecular formula: C4H11NO3
Method: DFT, the ωB97M-V functional and the def2-TZVPD basis

Geometry as ORCA input:
```
! RIJCOSX wB97M-V def2-TZVPD def2/J DEFGRID3
* xyz 0 1
O -0.8320 1.0807 0.7185
O 1.9098 -1.0070 -0.1199
O 0.0063 -2.4094 -0.5221
N -0.8132 -1.5247 1.5395
C -0.1704 1.1821 -1.4564
C 0.7200 2.8668 0.3428
C -0.0482 1.7933 -0.0121
C -1.0628 -2.0611 0.2478
H -0.0960 -1.9550 2.0313
H 0.3662 1.3490 -2.3272
H 0.6034 3.3592 1.2526
H -1.6393 -1.2303 -0.2519
H -1.7574 -2.9241 0.3487
H -1.1636 1.7118 -1.4856
H -0.7098 -0.4750 1.5626
H 1.1540 -1.5839 -0.2940
H -0.5621 0.1769 -1.4560
H 2.6136 -1.5669 0.2601
H 1.4813 3.2177 -0.3786
*
```

Values from the calculation:
HOMO energy ... -8.229 eV
Gap between HOMO and LUMO ... 3.618 eV
M ... 121.14 g mol⁻¹

natural (NBO) atomic charge list, values in e, 8 entries: number 1, O, carries -0.539; number 2, O, carries -1.006; number 3, O, carries -0.550; number 4, N, carries -0.679; number 5, C, carries -0.671; number 6, C, carries -0.222; number 7, C, carries 0.364; number 8, C, carries 0.029

Model d:
Molecular formula: C4H11NO3
Method: DFT, the ωB97M-V functional and the def2-TZVPD basis

Geometry as ORCA input:
```
! RIJCOSX wB97M-V def2-TZVPD def2/J DEFGRID3
* xyz 0 1
O -0.5094 1.8522 0.5298
O -1.1637 0.0790 2.0203
O -1.8729 1.8736 0.1334
N 1.0260 0.8398 2.0190
C 1.3758 -0.4821 -1.5165
C -0.2358 0.6755 1.5564
C -1.0404 -1.1908 -1.0341
C 0.3226 -0.8243 -0.4680
H -1.4344 -0.3681 -1.6263
H 1.5362 -1.3244 -2.1899
H 1.6352 1.4642 1.5170
H -2.3328 1.5007 0.9136
H 1.0546 0.3877 -2.0874
H -0.9713 -2.0818 -1.6580
H 1.1834 0.5994 2.9836
H 2.3205 -0.2267 -1.0357
H 0.1612 0.2614 -0.0171
H 0.6836 -1.6157 0.1897
H -1.7384 -1.4194 -0.2300
*
```

Values from the calculation:
HOMO energy ... -9.690 eV
Gap between HOMO and LUMO ... 10.373 eV
M ... 121.14 g mol⁻¹
SMILES ... NC(=O)OO.CCC

natural (NBO) atomic charge list, values in e, 8 entries: number 1, O, carries -0.340; number 2, O, carries -0.602; number 3, O, carries -0.425; number 4, N, carries -0.850; number 5, C, carries -0.607; number 6, C, carries 0.868; number 7, C, carries -0.617; number 8, C, carries -0.382

Verdict on stability: model c comes out at the bottom.